Entry from OMol25: a molecular structure, C48H58N7OP2RbS in a non-equilibrium geometry (ωB97M-V/def2-TZVPD).

Calculated values
Energy relative to the best compared isomer or geometry (same formula, charge and spin), kJ/mol: 1411.64
M, g/mol: 928.52
Charge: -2
Highest occupied orbital energy (spin up / spin down), eV: -0.435 / -0.418

```
118
Properties=species:S:1:pos:R:3:forces:R:3:mulliken_charge:R:1
Rb 0.6820 -0.5780 -3.6966 0.2 -0.1 1.5 0.85
C -4.5289 2.7590 8.4286 0.7 0.6 0.0 -0.49
S -5.5093 4.2908 8.1352 0.1 -0.7 0.2 -0.20
C -4.7532 5.3239 6.8401 -1.1 2.1 -0.3 -0.74
C -3.6547 5.0028 5.8658 0.1 -0.5 -0.6 -0.14
C -4.1540 4.1686 4.6983 2.0 -1.7 -1.9 -0.44
N -3.2841 3.4667 4.0057 -1.1 0.0 2.1 -0.12
P -0.2460 -1.4895 3.2913 0.0 -0.4 -1.4 -0.09
C -0.4253 -0.9531 4.9445 -0.4 1.2 2.0 0.44
C -1.6866 -0.4904 5.4249 1.1 -0.8 -1.2 -0.42
C -1.7359 0.4360 6.4090 1.0 1.2 2.1 -0.05
C -0.5346 0.8725 7.0497 0.3 -0.2 -0.8 -0.45
C 0.7271 0.3193 6.7073 -2.1 -0.7 -0.3 -0.74
C 0.7409 -0.6135 5.6538 0.2 0.1 0.1 -0.25
C -0.0003 -3.2579 3.5495 -0.3 -1.5 0.0 0.69
C -0.9146 -4.0597 2.8354 0.5 -1.0 0.6 -0.60
C -0.9074 -5.4790 2.9682 1.0 1.5 0.1 -0.56
C 0.0232 -6.0690 3.8317 -0.9 -1.2 -0.9 -0.37
C 0.8854 -5.2736 4.5573 1.1 -1.0 1.0 -0.42
C 0.9112 -3.9238 4.4171 -1.0 1.5 -0.7 -0.35
P -2.6481 2.1299 3.2793 1.5 2.1 1.3 -0.40
C -3.8349 1.2113 2.3654 -2.8 0.1 -0.6 0.33
C -3.8088 1.3976 0.9555 0.0 -0.9 1.0 -0.94
C -4.1369 0.3160 0.1314 -0.3 0.0 1.3 -0.35
C -4.5677 -0.8533 0.7904 0.5 -0.1 0.4 -0.44
C -4.8001 -0.9454 2.1878 -0.6 0.2 -0.2 -0.43
C -4.6056 0.1800 2.9994 1.5 -0.1 -2.7 -0.75
C -3.2291 5.5623 -2.5274 0.0 0.6 0.1 -0.72
C -4.1594 4.7432 -3.3367 5.5 -0.8 1.6 -0.58
C -3.7545 3.3767 -3.4731 -0.4 1.8 -2.0 -0.21
C -2.5138 2.9199 -3.0052 -1.7 0.2 1.0 -0.40
C -1.7193 3.6946 -2.1486 3.2 0.3 -0.5 0.02
C -2.0190 5.1045 -1.8951 -0.6 -3.0 0.6 0.51
H -4.6108 2.5330 9.5177 0.1 0.2 -0.9 0.34
H -3.4564 2.9568 8.1749 -0.9 -0.3 0.2 0.00
H -4.9114 1.9292 7.8270 0.1 0.2 0.1 0.21
H -4.5209 6.2686 7.3308 0.5 -0.1 0.5 0.43
H -5.6151 5.6946 6.2492 0.1 -0.7 0.0 0.31
H -2.8272 4.4779 6.4017 -0.3 0.5 -0.7 0.05
H -3.3095 5.9653 5.4027 0.1 -0.5 0.9 0.25
H -5.1836 4.2465 4.3226 -0.2 0.1 0.6 0.38
H 10.0679 7.1813 7.7173 0.5 -3.0 -3.0 0.00
H -2.6123 -0.7910 4.9547 0.1 0.0 -0.3 0.40
H -2.7066 0.8568 6.6940 0.5 0.0 -0.1 0.18
H -0.5361 1.7343 7.7154 -0.3 -0.3 0.1 0.30
H 1.6141 0.5539 7.2710 0.2 0.2 -0.1 0.39
H 1.6863 -1.0797 5.3221 -0.4 0.6 0.2 0.26
H -1.6663 -3.5726 2.2183 0.2 -0.1 -0.1 0.42
H -1.5280 -6.0350 2.2866 -0.2 -0.4 0.2 0.36
H 0.1039 -7.1815 3.8834 -0.2 1.1 0.1 0.28
H 1.6138 -5.7175 5.2737 -0.7 0.2 -0.7 0.28
H 1.6005 -3.3612 5.0152 0.2 0.3 0.1 0.18
H -3.4389 2.3792 0.6445 0.1 -0.6 -0.3 0.58
H -3.9867 0.3733 -0.9398 -0.2 -0.1 0.0 0.45
H -4.6144 -1.7603 0.2231 -0.3 -0.4 -0.3 0.34
H -5.1231 -1.8910 2.6737 0.0 0.6 -0.7 0.31
H -4.9165 0.2067 4.0235 0.4 0.0 0.6 0.57
H -4.5435 5.2664 -4.1837 -1.3 0.2 -0.1 0.25
H -4.1504 2.8026 -4.3546 -0.3 0.1 1.2 0.23
H -2.5008 1.8638 -3.2385 1.4 -0.3 0.3 0.17
H -0.5680 3.2824 -1.9902 -2.8 0.8 -0.1 -0.21
H 0.2258 4.1371 -0.0255 -0.2 0.9 -0.5 0.27
C 4.5794 -1.9907 -0.6302 0.1 3.3 0.9 -1.19
N 5.4326 -3.0254 -0.2619 -0.1 0.4 3.0 0.46
C 6.0661 -3.0349 1.0326 -1.9 -1.1 1.1 -0.50
C 5.7576 -3.9836 -1.2611 -0.7 1.8 0.0 -0.65
C 4.5538 -4.1950 -2.1215 -1.2 0.9 0.2 0.47
C 4.7359 -5.1350 -3.0721 0.6 -1.6 -2.1 -0.49
C 3.8317 -5.3238 -4.1485 -1.1 0.7 0.2 -0.69
C 2.5759 -4.7477 -3.9327 -1.2 0.0 -0.1 -0.15
C 2.2984 -3.9498 -2.7635 0.7 -1.0 -2.3 -0.69
C 3.3243 -3.4493 -2.0113 -1.1 -3.4 -0.3 -0.21
H 5.0475 -1.1590 -1.2207 0.2 0.0 0.1 0.13
H 3.9856 -1.5566 0.1950 0.5 -0.1 0.1 0.35
H 3.5853 -2.4628 -1.2369 0.9 0.5 0.6 -0.06
H 6.0909 -2.1148 1.6473 0.1 0.4 -1.3 0.42
H 8.1207 -3.1210 1.1996 -3.1 -1.7 -0.9 0.31
H 5.4789 -3.6668 1.7523 -0.1 0.0 -0.4 0.17
H 6.0962 -4.9510 -0.8475 0.4 0.7 -0.4 0.38
H 6.4047 -3.3459 -1.8956 1.1 -1.4 -0.4 0.18
H 5.6575 -5.7388 -3.0103 -0.3 0.3 -0.3 0.28
H 4.0499 -5.8039 -5.1324 0.0 0.0 1.2 0.32
H 1.6781 -4.8919 -4.5862 1.1 -0.1 0.1 0.27
H 1.2494 -3.8214 -2.5369 -0.3 0.5 0.1 0.58
C 0.5201 -3.6966 -10.1623 1.4 2.8 1.9 -1.06
N 0.6395 -3.7355 -8.6574 0.4 -1.8 -1.7 0.10
C 1.3489 -5.0237 -8.2257 -2.4 1.7 -0.4 -0.95
C 0.3743 -2.7035 -7.7508 -0.1 0.5 2.7 0.58
N -0.2219 -2.9219 -6.6263 -1.3 -2.7 -1.1 -0.83
N 0.9728 -1.4641 -7.8659 0.1 1.2 -0.1 0.16
C 1.7037 -1.0731 -9.0275 0.9 0.3 -1.4 -0.83
C 1.2154 -0.7288 -6.6037 -1.0 -1.5 0.1 -1.01
H -0.0408 -4.5032 -10.6096 -0.1 -0.2 0.2 0.36
H 1.5330 -3.5332 -10.6098 -0.5 -0.9 0.1 0.37
H 0.0929 -2.7179 -10.3515 -0.8 -0.2 -0.5 0.35
H 0.6771 -5.5033 -7.4736 1.3 0.3 -0.1 0.28
H 2.3547 -4.6973 -8.0020 0.3 -0.7 0.8 0.30
H 1.3307 -5.6258 -9.1386 0.2 -0.1 0.3 0.38
H -0.6833 -2.2328 -6.0406 0.8 0.0 -0.6 0.21
H 2.0363 -0.0103 -8.9265 0.0 -1.0 0.0 0.30
H 1.0486 -1.0850 -9.9254 0.4 0.1 0.5 0.26
H 2.5805 -1.7635 -9.2759 -0.8 1.0 0.5 0.24
H 1.2618 0.3566 -6.7201 0.3 -0.2 -0.3 0.46
H 2.1177 -1.1987 -6.1115 -0.6 0.8 -0.3 0.51
H 0.3162 -0.9534 -5.9461 1.5 0.7 -1.5 -0.21
N -3.7869 7.7810 -0.4756 0.8 -1.1 1.4 -0.55
C -2.8211 7.1946 -0.1813 -1.2 2.8 -2.1 0.02
C -1.4239 6.8980 -0.1733 -0.1 4.7 2.3 1.02
C -0.5109 7.9864 0.5881 -0.3 -3.8 -0.1 -0.76
C 0.7028 7.3722 0.8778 0.8 -1.7 -2.1 -0.31
C 1.1446 6.0236 0.2328 -0.4 2.9 1.9 -0.53
N 0.2106 5.1437 -0.2370 -1.5 1.4 -2.5 -0.11
C -1.0447 5.8357 -0.8227 0.4 -5.1 -0.6 -0.05
H -0.9451 8.9737 0.8955 0.6 -1.4 -0.2 0.34
H 1.5600 7.7565 1.4378 -0.5 0.6 -0.3 0.31
H 2.2507 5.9062 0.0764 -1.2 -0.3 0.5 0.34
H 10.1880 6.5123 7.0413 -0.5 3.0 3.0 0.00
O 7.2737 -3.7092 0.9822 4.9 1.1 0.8 -0.57
```
Forces are in eV/Å.